{"formula": "C3H3NO2", "method": "ωB97M-V/def2-TZVPD", "symbols": ["C", "C", "C", "N", "O", "O", "H", "H", "H"], "xyz": [[0.306, 0.008, 0.571], [0.028, 1.269, 0.358], [-0.065, 0.441, -0.896], [0.236, 3.639, 0.433], [-0.681, 4.149, -0.161], [1.048, 4.070, 1.140], [0.439, -0.752, 1.339], [0.784, 0.291, -1.614], [-1.160, 0.405, -1.187]], "total_energy_ev": -8735.777, "multiplicity": 1, "e_above_lowest_ev": 9.354, "orbital_gap_ev": [8.3, 8.2], "e_homo_ha": [-0.3603, -0.3495], "total_charge": 0}